1.
# C17H26N6NaNbO8

C17H26N6NaNbO8 as an isolated structure in a non-equilibrium geometry (ωB97M-V/def2-TZVPD, the OMol25 dataset).

The HOMO energy comes out at -15.5246 eV. The value obtained for the LUMO energy is -10.469 eV. The value obtained for the orbital gap is 5.06 eV. As for the total charge: +2.

Each line ends with the Löwdin charge.
Geometry (Å):
N1 1.833 -0.270 0.315  -0.184
C1 2.941 -0.946 0.633  -0.043
O1 3.907 -1.166 -0.150  0.072
Na1 2.632 -0.601 -1.893  0.651
Nb1 0.000 0.000 0.000  1.907
N2 -0.561 -1.489 -1.266  -0.238
N3 -0.308 1.704 -1.018  -0.235
C2 -0.424 -2.936 -0.928  -0.623
C3 0.312 3.051 -1.116  -0.623
C4 0.767 -3.543 -1.705  -0.019
C5 -1.722 -3.703 -1.260  -0.021
C6 -0.148 -3.062 0.581  -0.055
C7 0.012 3.679 -2.495  -0.030
C8 -0.223 3.966 0.009  -0.017
C9 1.836 2.914 -0.963  -0.047
H1 0.674 -3.360 -2.791  0.088
H2 0.825 -4.636 -1.555  0.115
H3 1.716 -3.110 -1.339  0.068
H4 -2.586 -3.225 -0.766  0.106
H5 -1.648 -4.743 -0.896  0.111
H6 -1.918 -3.742 -2.345  0.095
H7 0.750 -2.486 0.876  0.048
H8 0.039 -4.115 0.851  0.119
H9 -1.010 -2.706 1.169  0.068
H10 0.320 2.995 -3.306  0.095
H11 0.568 4.625 -2.608  0.110
H12 -1.060 3.906 -2.620  0.094
H13 -1.324 4.037 -0.027  0.089
H14 0.184 4.988 -0.087  0.112
H15 0.064 3.563 0.994  0.072
H16 2.087 2.390 -0.026  0.051
H17 2.314 3.908 -0.959  0.114
H18 2.249 2.345 -1.820  0.077
C10 -1.712 1.623 -1.427  -0.138
H19 -2.119 0.623 -1.153  0.071
H20 -2.360 2.370 -0.925  0.114
H21 -1.848 1.709 -2.523  0.108
C11 -1.149 -1.203 -2.577  -0.125
H22 -2.241 -1.398 -2.610  0.114
H23 -0.985 -0.142 -2.827  0.052
H24 -0.685 -1.810 -3.382  0.104
O2 -0.513 -0.464 8.233  0.140
N4 0.160 0.165 7.471  -0.378
O3 1.004 0.888 7.907  0.133
C12 -0.045 0.054 6.059  -0.087
C13 -1.041 -0.780 5.545  0.149
C14 -1.267 -0.901 4.160  -0.023
C15 -0.448 -0.170 3.244  -0.132
O4 -0.665 -0.399 1.908  -0.271
C16 0.549 0.702 3.770  -0.047
C17 0.735 0.791 5.164  0.143
N5 1.346 1.515 2.930  -0.350
O5 2.212 2.206 3.376  0.175
O6 1.033 1.646 1.798  -0.045
N6 -2.332 -1.760 3.714  -0.362
O7 -2.948 -2.413 4.502  0.145
O8 -2.687 -1.759 2.576  0.089
H25 -1.657 -1.340 6.237  0.148
H26 1.494 1.454 5.560  0.147

2.
# C17H26O4

One molecule with the formula C17H26O4 (ωB97M-V/def2-TZVPD, the OMol25 dataset).

The HOMO energy comes out at -9.9022 eV. Its energy relative to the best compared isomer or geometry (same formula, charge and spin) is 1.174 eV. The value obtained for the LUMO energy is -0.608 eV. The value obtained for the orbital gap is 9.29 eV. The SMILES is CCCCCCCCCCCC1C(=O)C(=O)CC(=O)C1=O.

Each line ends with the Löwdin charge.
Geometry (Å):
C1 -5.085 1.333 -2.542  -0.120
C2 -3.686 1.889 -2.299  -0.280
C3 -3.391 2.062 -0.810  -0.238
C4 -1.952 2.501 -0.561  -0.227
C5 -1.647 2.673 0.927  -0.220
C6 -0.156 2.855 1.216  -0.217
C7 0.621 1.548 1.081  -0.224
C8 2.110 1.710 1.380  -0.208
C9 2.861 0.382 1.262  -0.200
C10 3.111 -0.030 -0.191  -0.192
C11 3.387 -1.526 -0.341  -0.135
C12 2.140 -2.354 -0.034  -0.153
C13 2.118 -2.929 1.380  -0.299
O1 3.066 -3.018 2.102  0.174
C14 0.732 -3.492 1.670  -0.313
O2 -0.066 -3.017 2.422  0.164
C15 0.469 -4.695 0.776  0.007
C16 0.647 -4.266 -0.669  -0.309
O3 -0.196 -4.373 -1.512  0.165
C17 2.006 -3.602 -0.903  -0.275
O4 2.854 -4.024 -1.634  0.177
H1 -5.191 0.355 -2.079  0.070
H2 -5.836 1.995 -2.119  0.069
H3 -5.277 1.232 -3.607  0.065
H4 -2.949 1.209 -2.735  0.107
H5 -3.583 2.853 -2.803  0.107
H6 -3.568 1.112 -0.298  0.115
H7 -4.078 2.797 -0.387  0.116
H8 -1.283 1.751 -0.992  0.102
H9 -1.761 3.444 -1.081  0.118
H10 -2.009 1.797 1.472  0.112
H11 -2.196 3.539 1.299  0.111
H12 0.258 3.601 0.533  0.116
H13 -0.033 3.233 2.235  0.112
H14 0.495 1.161 0.068  0.092
H15 0.199 0.813 1.771  0.120
H16 2.548 2.442 0.697  0.117
H17 2.223 2.096 2.394  0.112
H18 2.275 -0.384 1.775  0.099
H19 3.819 0.452 1.779  0.119
H20 2.249 0.231 -0.808  0.106
H21 3.965 0.528 -0.579  0.118
H22 4.188 -1.829 0.336  0.126
H23 3.708 -1.745 -1.361  0.120
H24 1.226 -1.761 -0.173  0.176
H25 -0.540 -5.080 0.937  0.144
H26 1.208 -5.468 1.005  0.154

3.
# C17H27BN8O2ReS

C17H27BN8O2ReS as an isolated structure (ωB97M-V/def2-TZVPD, the OMol25 dataset).

The HOMO energy (alpha / beta) comes out at -14.0643 / -13.9735 eV. Its spin multiplicity is 4. Its energy relative to the best compared isomer or geometry (same formula, charge and spin) is 0.000 eV. The value obtained for the LUMO energy (alpha / beta) is -4.982 / -9.631 eV. The value obtained for the orbital gap (alpha / beta) is 9.08 / 4.34 eV. As for the expectation value of S²: 3.776. As for the total charge: +2.

Each line ends with the Löwdin charge.
Geometry (Å):
Re1 -0.424 0.261 -0.247  1.359
C1 0.091 3.316 -0.126  -0.144
C2 -0.129 2.991 -1.608  -0.146
N1 -0.918 1.742 -1.843  -0.184
C3 -2.380 1.974 -1.990  -0.233
C4 -3.004 2.367 -0.667  -0.366
S1 -2.576 1.127 0.611  0.950
C5 -1.951 2.183 1.968  -0.353
C6 -0.425 2.243 2.051  -0.212
N2 0.254 2.103 0.727  -0.186
H1 -0.737 3.900 0.268  0.112
H2 0.976 3.948 -0.046  0.141
H3 0.828 2.862 -2.105  0.112
H4 -0.625 3.838 -2.084  0.138
H5 -0.597 1.362 -2.730  0.132
H6 -2.823 1.050 -2.362  0.122
H7 -2.564 2.755 -2.731  0.138
H8 -4.088 2.376 -0.753  0.100
H9 -2.687 3.357 -0.347  0.081
H10 -2.342 1.738 2.880  0.096
H11 -2.414 3.162 1.856  0.090
H12 -0.058 1.430 2.671  0.115
H13 -0.131 3.182 2.526  0.140
H14 1.240 1.965 0.939  0.102
B1 0.879 -2.425 -2.181  -0.366
N3 1.669 -1.166 -2.022  -0.028
C7 2.907 -1.030 -2.580  -0.015
C8 3.415 0.187 -2.222  0.014
C9 2.426 0.748 -1.411  -0.103
N4 1.368 -0.061 -1.297  -0.102
N5 -0.541 -2.420 -1.765  -0.018
C10 -1.371 -3.496 -2.003  -0.003
C11 -2.606 -3.201 -1.526  0.029
C12 -2.476 -1.908 -0.982  -0.063
N6 -1.228 -1.436 -1.134  -0.107
H15 1.447 -3.361 -1.586  0.193
H16 0.939 -2.804 -3.353  0.173
H17 3.334 -1.817 -3.183  0.146
H18 4.369 0.611 -2.486  0.126
H19 2.474 1.681 -0.876  0.117
H20 -0.998 -4.385 -2.487  0.149
H21 -3.484 -3.823 -1.550  0.130
H22 -3.220 -1.321 -0.470  0.101
C13 3.292 -1.870 3.164  0.013
N7 1.878 -1.811 2.774  -0.042
C14 0.940 -2.609 3.371  -0.021
C15 -0.368 -2.532 3.079  0.026
C16 -0.798 -1.603 2.071  -0.494
O1 -1.973 -1.416 1.753  -0.047
N8 0.194 -0.879 1.404  -0.005
C17 1.522 -0.896 1.804  -0.501
O2 2.347 -0.111 1.351  0.030
H23 3.375 -2.428 4.091  0.098
H24 3.673 -0.864 3.304  0.097
H25 3.883 -2.356 2.391  0.103
H26 1.318 -3.293 4.119  0.142
H27 -1.105 -3.139 3.580  0.126

4.
# C17H27BrN3O4P2S

An isolated ion of composition C17H27BrN3O4P2S and charge +1 in a non-equilibrium geometry (ωB97M-V/def2-TZVPD, the OMol25 dataset).

The HOMO energy comes out at -12.0347 eV. Its energy relative to the best compared isomer or geometry (same formula, charge and spin) is 7.536 eV. The value obtained for the LUMO energy is -5.071 eV. The value obtained for the orbital gap is 6.96 eV. The SMILES is CC(=O)N(C)CCCC[C@@H]1[C@H](Br)C(P(O)(O)=S)=[N+](c2ccccn2)[C@H]1P(C)O. As for the total charge: +1.

Each line ends with the Löwdin charge.
Geometry (Å):
C1 1.004 1.490 3.753  -0.009
C2 -0.496 1.817 3.302  -0.385
O1 -1.372 0.910 3.471  0.016
N1 -0.974 3.083 2.708  -0.141
C3 -0.254 4.280 3.287  -0.095
C4 -0.680 3.138 1.240  -0.203
C5 -1.125 1.820 0.446  -0.171
C6 -0.825 2.114 -1.134  -0.192
C7 0.741 2.059 -1.483  -0.146
C8 1.253 0.630 -2.016  -0.305
C9 0.369 -0.151 -3.111  -0.563
Br1 -0.606 0.980 -4.414  0.784
C10 -0.442 -1.144 -2.137  -0.183
P1 -2.098 -1.957 -2.673  0.338
O2 -3.331 -0.986 -1.935  -0.245
O3 -2.371 -1.824 -4.352  -0.252
S1 -2.333 -3.750 -2.001  0.379
N2 0.204 -1.289 -0.967  -0.009
C11 -0.234 -2.166 0.176  -0.242
C12 -1.527 -1.735 0.899  0.020
C13 -1.987 -2.627 2.112  0.030
C14 -1.080 -3.868 2.442  0.008
C15 0.171 -4.076 1.551  -0.076
N3 0.596 -3.291 0.441  0.088
C16 1.459 -0.470 -0.861  -0.358
P2 3.157 -1.255 -1.199  0.957
C17 3.182 -2.142 -2.897  -0.270
O4 3.494 -2.536 -0.076  -0.349
H1 0.933 0.951 4.772  0.105
H2 1.540 0.795 3.006  0.087
H3 1.661 2.407 3.928  0.070
H4 -0.591 5.178 2.638  0.105
H5 -0.602 4.479 4.354  0.108
H6 0.886 4.226 3.162  0.086
H7 0.414 3.417 1.052  0.121
H8 -1.309 4.006 0.812  0.142
H9 -2.257 1.624 0.547  0.130
H10 -0.586 0.863 0.759  0.077
H11 -1.467 1.352 -1.705  0.056
H12 -1.238 3.152 -1.428  0.131
H13 1.362 2.281 -0.531  0.123
H14 1.068 2.835 -2.276  0.129
H15 2.330 0.719 -2.436  0.122
H16 0.903 -0.905 -3.808  0.103
H17 -2.914 -0.264 -1.404  0.039
H18 -2.770 -0.935 -4.558  0.059
H19 -2.167 -0.836 0.617  0.089
H20 -2.914 -2.419 2.735  0.113
H21 -1.290 -4.588 3.300  0.107
H22 0.833 -4.983 1.815  0.123
H23 1.467 -0.134 0.234  0.134
H24 4.272 -2.501 -3.042  0.071
H25 2.459 -3.027 -2.926  0.057
H26 3.011 -1.386 -3.757  0.052
H27 3.069 -3.359 -0.430  0.040